Entry 1:
C2H2BrNS2 | ωB97M-V/def2-TZVPD

Calculated values
Calculated total energy   -95307.2127 eV
Charge   0
LUMO (spin up / spin down)   -1.939 / -1.906 eV
Highest occupied orbital energy (spin up / spin down)   -8.74 / -8.69 eV

The geometry in XYZ format:
```
8
Properties=species:S:1:pos:R:3:forces:R:3:mulliken_charge:R:1
Br 2.44460 -0.31768 -1.39647 1.13 -0.90 -0.65 -0.0912
S -2.86781 -1.35562 -0.02988 0.18 0.27 0.43 -0.2239
S -2.23506 0.08461 1.08292 1.68 -0.19 -1.07 0.2517
N -0.72665 0.51507 0.84895 -2.84 1.26 1.85 -0.3869
C 0.23948 -0.05853 0.15925 0.80 2.07 0.29 -0.0654
C 1.32492 0.58527 -0.26036 -0.18 -0.48 -0.93 -0.3202
H 1.55057 1.59058 -0.38885 -0.19 1.84 0.78 0.3836
H 0.26995 -1.04372 -0.01557 -0.58 -3.87 -0.70 0.4523
```
Positions in Å, forces in eV/Å.

---

Entry 2:
C25H18BN3O7PtS | ωB97M-V/def2-TZVPD

Calculated values
Calculated total energy   -59778.8117 eV
Charge   0
LUMO   -1.335 eV
Highest occupied orbital energy   -7.38 eV

The geometry in XYZ format:
```
56
Properties=species:S:1:pos:R:3:forces:R:3:mulliken_charge:R:1
Pt -0.99959 -0.09009 0.05406 -0.86 0.45 0.01 0.1814
S -3.25352 -0.00848 -1.90906 -0.01 -0.06 0.09 1.3837
O -0.24653 2.26038 -1.73428 -0.07 0.03 -0.08 -0.7201
O -4.61542 0.21954 -2.25148 0.01 -0.05 0.13 -0.6829
O -2.36187 1.18132 -2.24794 0.00 0.10 0.21 -0.4480
O 2.89619 -1.29085 6.37822 0.08 -0.03 0.08 -0.6158
O 4.72535 -1.27588 5.25619 -0.04 -0.08 -0.01 -0.6194
O -3.01210 -0.35266 -0.48298 0.02 -0.11 -0.19 -0.7416
O -2.02704 2.59022 -0.25635 0.15 0.05 0.03 -0.4583
N 0.94057 0.15890 0.45105 0.34 0.12 0.32 -0.2434
N 3.52143 -1.18179 5.34565 -0.27 0.27 -0.53 1.0450
N -0.62955 -0.50906 2.65905 0.19 -0.26 -0.31 -0.4408
C 2.75615 -0.86245 4.08244 0.32 -0.16 0.54 -0.4571
C 1.13472 5.17622 0.03732 0.00 0.02 -0.02 -0.6484
C 0.45395 -1.31387 5.07188 -0.06 -0.04 0.09 -0.4468
C 1.11102 4.14257 -0.90543 0.04 -0.03 0.02 -0.7167
C -1.05661 3.51714 -0.03914 -0.21 -0.01 0.06 0.6716
C 3.51445 -0.49323 3.03708 -0.35 0.09 -0.29 -0.6206
C 3.71901 0.26354 0.70854 -0.09 0.07 -0.20 -0.6129
C -1.34400 -1.27164 -3.42005 -0.05 -0.04 0.09 -0.0948
C -1.72155 -3.41923 -4.46920 0.02 0.03 -0.02 0.9477
C 3.11676 0.62800 -0.46489 0.01 -0.06 0.23 -1.2231
C -0.90027 -2.33039 -4.19710 0.03 0.01 0.01 -0.9546
C 0.00550 3.32525 -0.91866 0.07 0.08 -0.11 0.6211
C 1.52005 -0.16720 1.64765 -0.24 -0.02 -0.03 -0.3985
C 1.72575 0.56404 -0.54475 0.05 -0.07 -0.09 -0.0718
C -2.63344 -1.30645 -2.91530 -0.02 -0.05 -0.07 0.3442
C -1.22863 -4.56174 -5.31175 0.02 -0.05 -0.02 -1.4056
C -1.04668 4.53715 0.88321 0.02 0.03 0.04 -1.0256
C 1.31104 -0.91408 4.02687 0.20 0.01 -0.03 0.5476
C -3.48147 -2.37348 -3.18450 0.02 -0.04 -0.01 -0.7840
C 2.90881 -0.13272 1.78190 0.35 -0.12 0.52 1.4773
C -0.90305 -1.28651 4.88716 0.03 0.07 -0.09 -0.7803
C -3.01637 -3.42462 -3.95355 -0.03 -0.01 0.02 -0.6588
C 0.07636 5.37051 0.91130 0.00 -0.03 -0.02 -0.4566
C 0.70448 -0.54740 2.80850 0.02 0.15 -0.33 0.5112
C -1.40635 -0.85065 3.65739 -0.08 -0.01 0.08 -0.3611
B -1.41499 1.63070 -1.15442 0.27 -0.22 -0.04 1.1671
H -3.67408 -4.26038 -4.16161 0.02 0.00 -0.01 0.3902
H -1.81492 -4.65910 -6.22700 -0.02 0.02 0.02 0.3298
H -1.88170 4.68035 1.55577 0.01 0.00 0.00 0.4825
H -0.70486 -0.42973 -3.19578 0.03 0.01 -0.05 0.4236
H 1.20329 0.87371 -1.43641 0.09 -0.06 -0.01 0.6107
H 3.68092 0.96476 -1.32200 -0.01 0.00 -0.01 0.4872
H 0.86419 -1.63079 6.01511 -0.02 0.01 -0.05 0.5122
H 4.58889 -0.45365 3.13234 0.02 -0.03 0.04 0.5299
H -2.47445 -0.77838 3.48405 0.01 -0.04 -0.03 0.4975
H -1.57651 -1.59009 5.67632 0.01 0.02 0.00 0.4066
H 4.79455 0.28769 0.82727 0.00 -0.01 0.02 0.4578
H 1.92566 3.99170 -1.60251 -0.01 0.00 -0.01 0.4795
H -0.18701 -4.42059 -5.59693 0.00 0.00 0.01 0.3482
H 0.11773 6.18175 1.62655 -0.01 -0.01 0.00 0.3804
H -4.49396 -2.37713 -2.80325 0.01 0.04 0.01 0.4304
H -1.30660 -5.50748 -4.77300 -0.01 0.01 0.00 0.3347
H 0.10525 -2.31077 -4.59991 -0.01 0.01 0.01 0.3067
H 1.99100 5.83711 0.07638 -0.01 0.00 0.00 0.3817
```
Positions in Å, forces in eV/Å.

---

Entry 3:
C5H12N2O2Tc | ωB97M-V/def2-TZVPD

Calculated values
Spin multiplicity   4
Calculated total energy   -14624.2264 eV
Charge   +2
Expectation value of S²   3.84
LUMO (spin up / spin down)   -11.445 / -11.939 eV
Highest occupied orbital energy (spin up / spin down)   -18.91 / -19.66 eV

The geometry in XYZ format:
```
22
Properties=species:S:1:pos:R:3:forces:R:3:lowdin_spin:R:1
Tc -0.70684 -0.14958 0.79270 4.64 -3.22 1.50 2.4364
O -3.07385 -1.81065 -0.17609 3.78 2.58 0.89 -0.1045
O 0.31764 2.67045 -0.46564 -0.46 -1.37 1.61 0.0885
N -0.37914 1.53770 0.06691 -0.98 4.45 -2.75 0.2756
N -2.21673 -0.95370 0.12227 -5.88 -3.59 -1.90 0.0644
C -2.60203 0.43286 0.23156 -1.70 1.06 -0.40 0.1069
C 2.55666 0.38002 -0.87511 -0.14 0.20 0.74 0.0164
C -4.09147 0.64187 0.43596 0.17 0.17 0.61 0.0221
C -2.31010 3.04553 -0.00353 -0.19 -0.48 -0.31 0.0179
C -1.74389 1.65887 0.04148 0.81 1.15 -0.40 0.0536
H -4.22733 1.21997 1.36550 -0.14 -0.10 -0.31 0.0070
H -4.52821 1.21977 -0.40031 0.34 -0.27 0.27 0.0006
H 0.37039 3.29161 0.29611 0.47 -0.11 -0.33 0.0062
H -3.12428 3.09686 -0.73670 0.03 0.08 0.30 -0.0012
H -4.61507 -0.32149 0.52847 0.29 0.42 -0.08 0.0005
H 2.44451 1.43293 -1.17407 0.23 -0.59 -0.11 -0.0001
H 1.78024 0.21342 -0.08935 -0.17 -0.17 0.11 0.0083
H -0.67360 -0.53069 2.28935 -0.40 -0.31 1.26 -0.0012
H 2.38811 -0.34096 -1.67000 0.17 0.16 -0.11 0.0001
H -2.66652 3.31371 0.99826 -0.23 -0.06 -0.07 0.0004
H 3.49462 0.19866 -0.33226 -0.20 0.09 -0.46 0.0015
H -1.50945 3.73196 -0.28459 -0.45 -0.09 -0.06 0.0006
```
Positions in Å, forces in eV/Å.

---

Look up the charge of the third one.
+2

---

Among the records above, which one has the highest charge?
C5H12N2O2Tc

---

charge of number 1 (C2H2BrNS2)?
0

---

Repeat the third record exactly.
C5H12N2O2Tc | ωB97M-V/def2-TZVPD

Calculated values
Spin multiplicity   4
Calculated total energy   -14624.2264 eV
Charge   +2
Expectation value of S²   3.84
LUMO (spin up / spin down)   -11.445 / -11.939 eV
Highest occupied orbital energy (spin up / spin down)   -18.91 / -19.66 eV

The geometry in XYZ format:
```
22
Properties=species:S:1:pos:R:3:forces:R:3:lowdin_spin:R:1
Tc -0.70684 -0.14958 0.79270 4.64 -3.22 1.50 2.4364
O -3.07385 -1.81065 -0.17609 3.78 2.58 0.89 -0.1045
O 0.31764 2.67045 -0.46564 -0.46 -1.37 1.61 0.0885
N -0.37914 1.53770 0.06691 -0.98 4.45 -2.75 0.2756
N -2.21673 -0.95370 0.12227 -5.88 -3.59 -1.90 0.0644
C -2.60203 0.43286 0.23156 -1.70 1.06 -0.40 0.1069
C 2.55666 0.38002 -0.87511 -0.14 0.20 0.74 0.0164
C -4.09147 0.64187 0.43596 0.17 0.17 0.61 0.0221
C -2.31010 3.04553 -0.00353 -0.19 -0.48 -0.31 0.0179
C -1.74389 1.65887 0.04148 0.81 1.15 -0.40 0.0536
H -4.22733 1.21997 1.36550 -0.14 -0.10 -0.31 0.0070
H -4.52821 1.21977 -0.40031 0.34 -0.27 0.27 0.0006
H 0.37039 3.29161 0.29611 0.47 -0.11 -0.33 0.0062
H -3.12428 3.09686 -0.73670 0.03 0.08 0.30 -0.0012
H -4.61507 -0.32149 0.52847 0.29 0.42 -0.08 0.0005
H 2.44451 1.43293 -1.17407 0.23 -0.59 -0.11 -0.0001
H 1.78024 0.21342 -0.08935 -0.17 -0.17 0.11 0.0083
H -0.67360 -0.53069 2.28935 -0.40 -0.31 1.26 -0.0012
H 2.38811 -0.34096 -1.67000 0.17 0.16 -0.11 0.0001
H -2.66652 3.31371 0.99826 -0.23 -0.06 -0.07 0.0004
H 3.49462 0.19866 -0.33226 -0.20 0.09 -0.46 0.0015
H -1.50945 3.73196 -0.28459 -0.45 -0.09 -0.06 0.0006
```
Positions in Å, forces in eV/Å.